No. 1
Computed, not measured: a molecular structure, C36H34GeNO3SZn, with wB97M-V/def2-TZVPD.

Orbital gap = 5.766 eV
Energy = -161286.874 eV
Net charge = -1

CARTESIAN COORDINATES (ANGSTROEM)
Zn1 -0.89 0.11 -1.12
C1 3.30 -1.94 -2.77
C2 2.19 -1.57 -3.74
C3 2.50 -2.11 -5.14
C4 0.81 -2.03 -3.29
C5 -0.31 -1.43 -3.85
C6 -1.59 -1.81 -3.47
C7 -1.80 -2.82 -2.53
C8 -3.17 -3.13 -2.03
C9 -0.68 -3.43 -2.00
C10 0.61 -3.04 -2.36
H1 4.24 -1.46 -3.07
H2 3.48 -3.02 -2.76
H3 3.07 -1.63 -1.75
H4 2.14 -0.48 -3.80
H5 2.55 -3.20 -5.13
H6 3.47 -1.73 -5.49
H7 1.74 -1.81 -5.85
H8 -0.18 -0.61 -4.55
H9 -2.45 -1.29 -3.89
H10 -3.39 -2.43 -1.21
H11 -3.24 -4.15 -1.64
H12 -3.93 -3.01 -2.81
H13 -0.80 -4.21 -1.26
H14 1.46 -3.53 -1.90
O1 1.50 -0.25 -0.20
C11 1.63 0.68 -0.99
N1 0.68 0.97 -1.93
S1 1.01 2.30 -2.80
O2 1.24 1.97 -4.18
O3 0.08 3.37 -2.53
C12 2.56 2.61 -2.00
C13 3.46 3.64 -2.21
C14 4.60 3.65 -1.42
C15 4.83 2.66 -0.46
C16 3.92 1.64 -0.26
C17 2.78 1.63 -1.05
H15 3.27 4.40 -2.95
H16 5.33 4.44 -1.55
H17 5.73 2.71 0.14
H18 4.06 0.88 0.49
C18 -2.37 -0.27 -0.05
Ge1 -1.91 0.24 1.69
C19 -1.14 -1.26 2.74
C20 -0.55 -2.32 2.04
C21 0.04 -3.38 2.72
C22 0.05 -3.40 4.10
C23 -0.55 -2.37 4.81
C24 -1.13 -1.31 4.13
C25 -0.47 1.63 1.87
C26 -0.44 2.69 0.96
C27 0.58 3.63 0.97
C28 1.61 3.53 1.90
C29 1.60 2.48 2.81
C30 0.58 1.55 2.79
C31 -3.41 0.92 2.78
C32 -4.68 0.37 2.63
C33 -5.76 0.80 3.39
C34 -5.58 1.82 4.32
C35 -4.33 2.38 4.49
C36 -3.25 1.94 3.72
H19 -3.30 0.17 -0.41
H20 -0.58 -2.30 0.96
H21 0.50 -4.18 2.16
H22 0.51 -4.23 4.63
H23 -0.56 -2.39 5.90
H24 -1.60 -0.51 4.70
H25 -1.22 2.77 0.21
H26 0.57 4.43 0.24
H27 2.41 4.26 1.91
H28 2.40 2.39 3.54
H29 0.61 0.72 3.50
H30 -4.82 -0.42 1.89
H31 -6.74 0.36 3.25
H32 -6.42 2.16 4.92
H33 -4.18 3.18 5.21
H34 -2.28 2.40 3.85

No. 2
Computed, not measured: a molecular structure, C36H34N6O3PS2Ti, with wB97M-V/def2-TZVPD.

Orbital gap (spin up / spin down) = 5.737 / 7.992 eV
Energy = -107041.712 eV
Spin multiplicity = 3
Net charge = +1

CARTESIAN COORDINATES (ANGSTROEM)
Ti1 0.06 -0.25 0.21
S1 5.77 0.78 5.18
N1 5.82 0.53 3.59
C1 4.58 0.30 3.20
C2 4.16 0.05 1.83
C3 5.04 0.01 0.75
C4 4.52 -0.19 -0.51
C5 3.15 -0.32 -0.67
N2 2.29 -0.28 0.36
C6 2.80 -0.11 1.60
C7 1.83 -0.07 2.69
N3 0.54 -0.26 2.34
C8 -0.39 -0.23 3.31
C9 -0.07 -0.01 4.64
C10 1.25 0.18 5.00
C11 2.22 0.15 4.01
C12 3.64 0.36 4.26
N4 4.18 0.62 5.43
H1 6.10 0.14 0.92
H2 5.16 -0.22 -1.38
H3 2.71 -0.45 -1.65
H4 -1.41 -0.36 2.98
H5 -0.86 0.00 5.38
H6 1.54 0.36 6.03
O1 -1.91 0.36 0.71
S2 -2.33 0.81 -0.66
O2 -3.65 0.44 -1.05
O3 -1.24 0.36 -1.55
C13 -2.25 2.59 -0.59
C14 -3.41 3.29 -0.84
C15 -3.41 4.67 -0.76
C16 -2.25 5.35 -0.41
C17 -1.09 4.64 -0.16
C18 -1.06 3.25 -0.25
P1 0.50 2.33 0.00
C19 1.23 3.04 1.51
C20 2.61 3.10 1.67
C21 3.16 3.47 2.89
C22 2.33 3.76 3.97
C23 0.95 3.69 3.82
C24 0.40 3.33 2.60
C25 1.53 2.91 -1.39
C26 2.26 4.10 -1.37
C27 2.98 4.49 -2.48
C28 2.97 3.71 -3.63
C29 2.23 2.53 -3.66
C30 1.51 2.14 -2.54
H7 -4.31 2.74 -1.11
H8 -4.32 5.22 -0.96
H9 -2.25 6.43 -0.34
H10 -0.18 5.18 0.10
H11 3.27 2.87 0.84
H12 4.24 3.53 3.00
H13 2.76 4.05 4.92
H14 0.30 3.92 4.65
H15 -0.67 3.28 2.49
H16 2.27 4.72 -0.48
H17 3.55 5.41 -2.46
H18 3.53 4.02 -4.50
H19 2.20 1.93 -4.56
H20 0.91 1.23 -2.57
C31 2.06 -4.87 0.04
C32 0.62 -5.12 0.46
N5 -0.37 -4.66 -0.51
C33 -1.07 -5.70 -1.27
C34 -0.20 -6.33 -2.35
C35 -0.61 -3.35 -0.69
C36 -1.57 -2.93 -1.76
N6 -0.04 -2.42 0.03
H21 2.74 -5.23 0.81
H22 2.26 -3.81 -0.12
H23 2.29 -5.40 -0.89
H24 0.41 -4.66 1.43
H25 0.45 -6.19 0.60
H26 -1.97 -5.29 -1.71
H27 -1.39 -6.46 -0.56
H28 0.14 -5.58 -3.06
H29 -0.76 -7.09 -2.89
H30 0.68 -6.82 -1.92
H31 -1.35 -3.42 -2.71
H32 -1.52 -1.85 -1.89
H33 -2.59 -3.18 -1.47
H34 0.56 -2.82 0.75

No. 3
Computed, not measured: a molecular structure, C36H35ClF5N7OPdS2, with wB97M-V/def2-TZVPD.

Orbital gap (spin up / spin down) = 7.687 / 4.555 eV
Energy = -101622.721 eV
Spin multiplicity = 5
Net charge = +2

CARTESIAN COORDINATES (ANGSTROEM)
Pd1 -0.02 0.08 -0.07
F1 3.42 -0.57 5.88
C1 2.43 -0.37 5.05
C2 2.66 -0.49 3.67
F2 3.87 -0.79 3.25
C3 1.63 -0.28 2.80
F3 1.88 -0.40 1.49
C4 0.32 0.05 3.24
S1 -0.99 0.32 2.22
C5 0.13 0.15 4.65
F4 -1.06 0.45 5.11
C6 1.17 -0.05 5.54
F5 0.97 0.05 6.84
N1 -1.94 0.34 -1.16
C7 -2.68 -0.91 -1.15
C8 -3.97 -0.98 -1.60
C9 -4.65 -2.22 -1.62
C10 -4.03 -3.36 -1.21
C11 -2.69 -3.31 -0.73
C12 -1.99 -4.45 -0.27
C13 -0.72 -4.32 0.20
C14 -0.13 -3.05 0.24
N2 -0.76 -1.97 -0.18
C15 -2.02 -2.07 -0.68
H1 -1.62 0.55 -2.11
H2 -2.53 1.12 -0.89
H3 -4.47 -0.08 -1.95
H4 -5.67 -2.25 -1.97
H5 -4.54 -4.31 -1.24
H6 -2.48 -5.41 -0.31
H7 -0.15 -5.18 0.55
H8 0.87 -2.91 0.62
C16 -2.73 4.53 0.49
C17 -2.11 5.66 1.34
C18 -3.23 6.69 1.56
C19 -1.75 5.15 2.74
C20 -0.88 6.36 0.67
O1 -0.53 7.48 1.49
C21 -1.13 6.93 -0.75
C22 -0.85 6.16 -2.05
C23 -1.87 5.15 -2.53
C24 -3.22 5.47 -2.63
C25 -4.15 4.56 -3.11
C26 -3.71 3.31 -3.52
Cl1 -4.86 2.16 -4.15
C27 -2.37 2.98 -3.47
C28 -1.46 3.89 -2.96
C29 0.48 5.62 0.80
N3 0.67 4.29 0.22
C30 0.28 3.11 0.69
N4 0.71 2.14 -0.12
C31 1.41 2.82 -1.07
N5 1.41 4.10 -0.90
H9 -3.38 3.93 1.13
H10 -2.00 3.87 0.03
H11 -3.33 4.94 -0.31
H12 -4.13 6.18 1.92
H13 -3.52 7.21 0.64
H14 -2.97 7.43 2.32
H15 -2.66 4.88 3.28
H16 -1.24 5.93 3.32
H17 -1.11 4.27 2.75
H18 -1.22 8.15 1.42
H19 -0.47 7.80 -0.79
H20 -2.14 7.33 -0.78
H21 0.14 5.70 -2.04
H22 -0.78 6.93 -2.82
H23 -3.56 6.46 -2.33
H24 -5.20 4.82 -3.18
H25 -2.04 2.03 -3.89
H26 -0.41 3.65 -2.96
H27 0.72 5.55 1.86
H28 1.24 6.25 0.34
H29 -0.30 2.98 1.58
H30 1.92 2.34 -1.89
C32 3.98 -0.79 -6.40
C33 3.72 -1.14 -4.97
C34 4.57 -1.95 -4.22
C35 4.26 -2.19 -2.89
N6 3.19 -1.67 -2.31
C36 2.42 -0.95 -3.12
S2 0.95 -0.30 -2.45
N7 2.60 -0.66 -4.41
H31 4.85 -1.31 -6.78
H32 4.14 0.28 -6.49
H33 3.11 -1.04 -7.00
H34 5.46 -2.37 -4.66
H35 4.90 -2.82 -2.27

No. 4
Computed, not measured: a molecular structure, C36H36AsCdGeN4O10S2Se in a non-equilibrium geometry, with wB97M-V/def2-TZVPD.

Orbital gap (spin up / spin down) = 3.859 / 3.559 eV
Energy = -273287.002 eV
Spin multiplicity = 2
Net charge = -2

CARTESIAN COORDINATES (ANGSTROEM)
Cd1 -0.38 0.59 -0.56
O1 -2.07 -3.48 -1.43
As1 -0.76 -2.28 -0.83
O2 -1.74 -1.12 -0.20
O3 0.02 -2.03 -2.22
C1 0.13 -3.61 0.30
C2 -0.39 -4.90 0.45
C3 0.37 -5.87 1.09
C4 1.63 -5.57 1.59
C5 2.13 -4.29 1.44
C6 1.38 -3.33 0.79
S1 2.12 -1.72 0.45
O4 2.89 -1.94 -0.75
O5 2.94 -1.42 1.61
O6 0.96 -0.82 0.29
H1 -2.42 -2.97 -2.16
H2 -1.37 -5.12 0.05
H3 -0.01 -6.88 1.18
H4 2.21 -6.33 2.09
H5 3.11 -4.00 1.81
C7 -3.42 2.29 3.69
C8 -2.23 2.31 2.79
C9 -1.25 3.24 2.70
C10 -0.32 2.80 1.60
N1 -0.71 1.45 1.35
N2 -1.99 1.31 1.89
C11 1.17 2.94 1.88
H6 -3.31 3.06 4.45
H7 -3.51 1.31 4.18
H8 -4.33 2.47 3.12
H9 -1.22 4.22 3.13
H10 -2.27 0.35 2.01
H11 1.47 3.98 1.80
H12 1.71 2.34 1.15
H13 1.38 2.56 2.88
O7 -0.54 4.35 -1.84
S2 -0.50 3.16 -1.05
O8 0.77 2.43 -1.11
O9 -1.62 2.25 -1.27
O10 -0.62 3.71 0.44
C12 -1.25 -0.34 6.05
N3 0.16 -0.09 6.02
C13 0.93 -0.06 4.86
Se1 0.48 -0.33 3.12
N4 2.19 0.31 5.28
C14 2.23 0.52 6.62
C15 3.23 0.92 7.49
C16 2.91 1.05 8.84
C17 1.64 0.75 9.31
C18 0.62 0.34 8.45
C19 0.93 0.25 7.10
H14 -1.57 -0.49 5.02
H15 -1.77 0.52 6.47
H16 -1.47 -1.23 6.65
H17 2.96 0.35 4.62
H18 4.23 1.13 7.13
H19 3.67 1.38 9.53
H20 1.43 0.83 10.37
H21 -0.36 0.10 8.82
C20 2.47 0.57 -2.84
Ge1 0.46 0.44 -3.11
C21 -0.08 2.10 -4.22
C22 0.85 2.80 -4.97
C23 0.48 3.91 -5.71
C24 -0.83 4.35 -5.70
C25 -1.77 3.67 -4.94
C26 -1.39 2.55 -4.22
C27 0.37 -0.90 -4.69
C28 1.51 -1.52 -5.14
C29 1.50 -2.41 -6.22
C30 0.33 -2.71 -6.87
C31 -0.88 -2.16 -6.40
C32 -2.12 -2.50 -6.98
C33 -3.30 -2.04 -6.45
C34 -3.28 -1.22 -5.32
C35 -2.09 -0.85 -4.75
C36 -0.86 -1.28 -5.28
H22 3.05 0.71 -3.76
H23 2.80 -0.34 -2.34
H24 2.63 1.41 -2.18
H25 1.88 2.48 -4.97
H26 1.22 4.45 -6.29
H27 -1.12 5.24 -6.26
H28 -2.79 4.02 -4.91
H29 -2.13 2.06 -3.61
H30 2.45 -1.32 -4.64
H31 2.42 -2.88 -6.54
H32 0.32 -3.38 -7.72
H33 -2.13 -3.16 -7.84
H34 -4.24 -2.30 -6.91
H35 -4.22 -0.88 -4.88
H36 -2.07 -0.23 -3.86